1.
{"formula": "H28O14", "method": "ωB97M-V/def2-TZVPD", "charge": 0, "e_lumo_ev": -1.1, "de_lowest_kcal_mol": 204.1, "homo_ev": -9.9, "elements": ["O", "O", "H", "H", "O", "H", "H", "H", "H", "H", "H", "O", "H", "H", "O", "H", "H", "H", "O", "H", "H", "H", "H", "H", "H", "H", "O", "H", "O", "O", "H", "H", "H", "H", "O", "O", "H", "H", "H", "O", "O", "O"], "xyz": [[9.550, 52.000, 24.490], [7.994, 49.361, 20.329], [7.459, 49.855, 21.068], [8.521, 56.056, 20.434], [10.321, 48.949, 21.595], [7.910, 50.059, 19.706], [8.715, 52.363, 24.662], [10.029, 53.350, 21.460], [11.996, 50.536, 20.380], [10.159, 54.661, 22.515], [9.628, 49.239, 20.939], [11.601, 53.174, 24.157], [11.750, 52.291, 18.963], [8.146, 55.004, 22.364], [8.675, 54.831, 23.266], [6.600, 52.194, 20.805], [10.108, 48.833, 22.559], [11.048, 52.307, 24.366], [8.994, 51.152, 18.292], [11.296, 53.183, 23.280], [8.550, 51.110, 17.393], [8.283, 54.006, 23.734], [7.761, 52.089, 21.624], [9.760, 52.155, 20.667], [10.914, 52.285, 17.809], [8.270, 53.641, 19.063], [8.152, 53.259, 18.200], [12.688, 54.683, 21.251], [11.598, 52.705, 17.995], [6.856, 51.738, 21.669], [9.531, 51.918, 23.529], [7.374, 54.958, 20.119], [10.367, 54.411, 20.998], [8.857, 51.935, 18.327], [13.336, 55.306, 21.375], [10.793, 54.210, 21.927], [13.698, 55.040, 20.404], [12.525, 51.906, 20.570], [8.323, 53.985, 17.554], [9.320, 52.628, 21.450], [8.297, 54.978, 20.336], [11.820, 51.377, 20.334]], "lowdin_charge": [-0.0117, -0.0844, 0.0902, 0.2072, -0.1195, -0.0224, 0.0319, -0.1252, -0.0154, 0.0447, 0.0019, -0.0959, 0.0585, 0.0987, -0.0970, 0.0757, 0.0584, 0.0495, 0.0348, -0.0693, 0.1285, 0.0967, -0.0428, 0.0816, -0.1612, -0.0016, -0.0200, -0.0904, -0.0235, -0.0940, 0.0426, 0.0498, 0.1499, -0.2395, -0.0674, -0.0434, 0.1251, 0.0462, 0.1153, -0.1348, -0.1081, 0.0801]}


2.
{"formula": "C27H36N4O3", "method": "ωB97M-V/def2-TZVPD", "charge": 0, "e_lumo_ev": 0.7, "de_lowest_kcal_mol": 7.2, "homo_ev": -8.4, "elements": ["C", "C", "H", "H", "C", "H", "H", "H", "H", "N", "H", "H", "H", "H", "H", "H", "C", "C", "O", "C", "O", "C", "H", "C", "C", "C", "N", "C", "H", "H", "H", "C", "H", "H", "H", "C", "H", "H", "C", "H", "C", "H", "C", "C", "C", "C", "H", "H", "H", "H", "H", "H", "C", "O", "C", "H", "H", "C", "C", "N", "C", "C", "H", "C", "N", "C", "H", "H", "H", "H"], "xyz": [[-2.299, 1.273, -1.487], [3.569, -1.277, 2.907], [-2.747, 0.323, -6.717], [-2.953, -0.193, 2.450], [0.363, 2.469, 0.935], [2.144, 3.609, 0.356], [3.368, 0.704, -1.731], [4.395, -1.343, 2.215], [2.403, 0.625, 5.440], [2.066, 1.705, -0.506], [0.281, 3.174, 1.763], [-3.729, 0.101, 0.392], [0.524, -1.852, 1.185], [4.293, 0.502, 3.857], [-0.325, 0.875, -0.916], [-2.122, 1.595, -2.521], [1.483, -2.155, 3.738], [1.730, 1.487, -2.884], [-1.301, 1.270, -5.715], [2.748, 1.603, -1.779], [2.192, -0.492, 0.075], [-0.255, -2.616, 1.322], [-2.168, -3.123, 0.466], [0.863, 1.093, 1.381], [1.067, 0.282, -3.078], [2.449, -0.173, 4.713], [-2.046, -1.036, 0.779], [-2.514, -1.149, 2.153], [-3.591, -0.288, -2.153], [0.622, -1.065, 5.368], [-0.427, -0.793, -4.148], [-1.018, 2.387, 0.279], [1.348, -0.576, -2.484], [-2.543, -0.253, -5.044], [-3.071, 1.910, -1.049], [-3.157, -0.692, -0.097], [3.385, 2.481, -1.915], [-0.673, -0.633, 3.142], [-1.370, -1.485, 3.103], [-3.829, -1.561, -0.221], [1.359, 2.583, -3.654], [0.954, 3.425, -0.953], [-1.432, -2.300, 0.406], [0.353, 2.476, -4.590], [0.335, -3.129, 3.622], [1.413, 2.925, -0.094], [0.163, -3.585, 1.037], [-1.781, -1.634, 4.106], [1.429, 1.134, 2.314], [0.701, -4.099, 3.274], [-1.066, -2.238, -0.620], [2.618, -3.027, 2.144], [1.782, 0.634, 0.265], [-1.934, 3.113, 0.607], [2.563, -2.225, 2.865], [-3.288, -1.933, 2.237], [1.867, 3.528, -3.524], [-2.018, 0.082, -5.946], [-0.314, 1.265, -4.779], [-0.712, -2.710, 2.697], [1.444, -1.123, 4.668], [3.511, -0.243, 3.826], [0.058, 3.322, -5.191], [0.058, 0.162, -4.017], [-1.100, 1.485, -0.716], [-2.736, -0.191, -1.481], [0.047, 0.380, 1.503], [-0.138, -3.268, 4.599], [-1.364, -0.719, -6.306], [-1.927, -0.806, -1.876]], "lowdin_charge": [-0.1634, -0.0852, 0.0950, 0.1250, -0.1615, 0.1310, 0.1306, 0.1059, 0.1014, -0.0450, 0.1471, 0.1231, 0.0949, 0.1004, 0.1192, 0.1122, -0.2154, -0.2158, -0.0824, -0.0858, 0.0588, -0.1696, 0.1274, -0.0219, -0.0358, -0.0959, -0.1680, -0.1747, 0.1120, 0.1108, 0.1044, -0.4699, 0.1167, 0.0882, 0.1224, -0.1964, 0.1302, 0.1025, -0.1804, 0.1214, -0.0355, 0.1282, -0.1680, 0.0052, -0.1479, -0.0843, 0.1283, 0.1266, 0.1231, 0.1228, 0.1118, 0.1156, -0.4613, 0.0638, -0.0480, 0.1269, 0.1147, -0.0833, -0.2870, -0.1470, -0.0585, -0.1022, 0.1196, -0.0233, 0.1022, -0.1575, 0.0950, 0.1223, 0.0970, 0.0872]}


3.
{"formula": "C6H8N2S2", "method": "ωB97M-V/def2-TZVPD", "charge": 0, "e_lumo_ev": [-0.7, -0.6], "de_lowest_kcal_mol": 122.8, "homo_ev": [-7.6, -8.4], "elements": ["C", "H", "H", "S", "H", "N", "H", "S", "H", "C", "C", "H", "H", "H", "C", "C", "N", "C"], "xyz": [[2.208, 0.199, 0.854], [2.793, -1.219, 2.481], [-4.214, -0.372, -1.413], [-1.772, 0.135, 1.930], [0.734, 0.148, -2.190], [1.418, -0.105, -0.204], [-0.187, -1.602, -0.360], [-2.202, 1.090, -0.970], [-4.079, 0.120, 0.356], [-3.745, 0.345, -0.743], [2.022, -0.865, 1.721], [2.137, 1.089, -1.681], [0.513, 1.636, -1.146], [3.123, 0.960, 0.882], [-1.582, 0.435, 0.372], [1.175, 0.747, -1.394], [1.000, -1.644, 1.340], [0.658, -1.096, 0.165]], "lowdin_charge": [-0.1116, 0.1182, -0.0016, 0.7102, 0.0908, -0.1512, 0.1396, 0.8171, 0.0371, -0.3740, -0.2101, 0.0714, 0.0796, 0.1533, -1.0893, -0.0170, 0.0489, -0.3114]}


4.
{"formula": "C4H11N3O", "method": "ωB97M-V/def2-TZVPD", "charge": 0, "e_lumo_ev": 0.7, "de_lowest_kcal_mol": 140.1, "homo_ev": -9.1, "elements": ["H", "N", "H", "N", "H", "C", "N", "H", "H", "H", "O", "H", "H", "C", "C", "H", "H", "H", "C"], "xyz": [[-1.390, -1.499, -1.701], [0.357, 0.957, -0.187], [0.665, 0.434, -2.273], [-1.487, -1.076, 0.110], [-1.861, -1.059, 2.122], [1.607, 0.434, -0.227], [-1.071, -1.840, -0.782], [-1.029, -2.538, 1.559], [-1.340, 2.029, 0.259], [1.449, 2.016, -1.776], [2.569, 0.322, 0.492], [-0.230, 1.809, 1.614], [0.621, -1.929, -0.929], [-1.105, -1.453, 1.444], [1.071, 1.043, -1.475], [1.423, -1.624, -0.855], [-0.145, -1.009, 1.713], [0.185, 2.975, 0.345], [-0.287, 2.008, 0.546]], "lowdin_charge": [0.0696, -0.0876, 0.0817, -0.1185, 0.0713, -0.5215, -0.0196, 0.0792, 0.0820, 0.1079, 0.0665, 0.0859, 0.0563, -0.1274, -0.0179, 0.0818, 0.0741, 0.0900, -0.0537]}


5.
{"formula": "C5H10N2O", "method": "ωB97M-V/def2-TZVPD", "charge": 0, "e_lumo_ev": 0.8, "de_lowest_kcal_mol": 38.1, "homo_ev": -8.3, "elements": ["O", "C", "H", "H", "C", "C", "H", "N", "H", "H", "C", "C", "H", "N", "H", "H", "H", "H"], "xyz": [[-3.072, 4.044, -2.469], [-0.269, -1.238, 1.321], [-2.296, 4.144, -1.797], [-0.032, -3.347, 1.535], [2.068, 0.957, -0.308], [0.074, -2.566, 0.754], [-1.271, -1.100, 1.345], [1.665, 0.312, 0.813], [1.209, -2.639, 0.649], [2.194, 0.129, 1.627], [0.106, 0.151, -0.826], [0.463, -0.232, 0.512], [2.943, 1.448, -0.402], [1.172, 0.897, -1.252], [-0.116, -1.134, 2.406], [-0.553, -2.846, -0.036], [-3.583, 3.248, -2.445], [-0.700, -0.228, -1.427]], "lowdin_charge": [-0.1014, -0.2270, 0.0955, 0.0765, -0.2116, -0.1063, 0.0715, 0.1137, 0.1098, 0.1470, -0.0762, -0.2808, 0.0786, 0.0294, 0.1201, 0.0589, 0.0048, 0.0973]}


6.
{"formula": "C10H8ClS3", "method": "ωB97M-V/def2-TZVPD", "charge": 1, "e_lumo_ev": -5.5, "homo_ev": -12.5, "elements": ["C", "H", "H", "C", "H", "C", "C", "S", "S", "C", "H", "C", "C", "S", "H", "H", "C", "Cl", "C", "H", "C", "H"], "xyz": [[-1.570, -2.310, -2.414], [0.651, 1.695, 4.933], [0.879, -0.128, 1.425], [-0.159, -0.221, -1.134], [0.270, 0.391, -3.256], [-0.842, -1.184, -0.387], [-0.900, -1.342, -3.143], [1.096, 2.306, -1.352], [2.088, 3.190, 0.306], [0.631, 0.818, -0.486], [-2.142, -2.953, -0.437], [-0.218, -0.305, -2.531], [0.616, 1.443, 3.867], [2.136, 2.089, 3.051], [-0.888, -1.416, -4.243], [0.573, 0.359, 3.799], [-1.594, -2.200, -1.010], [-2.333, -3.647, -3.249], [1.724, 1.934, 1.360], [-0.839, -1.190, 0.715], [1.057, 0.761, 0.801], [-0.236, 1.910, 3.383]], "lowdin_charge": [-0.6209, 0.0577, 0.1274, -0.2487, 0.1251, -0.0053, -0.0934, 0.7962, 0.7882, -0.4732, 0.1197, -0.0340, -0.3191, 0.9022, 0.1268, 0.0399, -0.0519, 0.7084, -0.9472, 0.1234, -0.1722, 0.0508]}


7.
{"formula": "C25H28BrCl5InN8O11S2", "method": "ωB97M-V/def2-TZVPD", "charge": -1, "e_lumo_ev": 1.9, "de_lowest_kcal_mol": 26.3, "homo_ev": -6.2, "elements": ["H", "H", "N", "H", "C", "H", "C", "H", "H", "N", "Cl", "C", "O", "O", "Br", "N", "N", "Cl", "H", "C", "Cl", "H", "C", "H", "O", "C", "C", "H", "C", "C", "O", "N", "O", "C", "H", "H", "O", "Cl", "H", "C", "C", "H", "In", "H", "H", "H", "O", "H", "C", "H", "H", "C", "C", "H", "O", "H", "O", "H", "H", "S", "H", "C", "C", "O", "C", "C", "O", "N", "C", "C", "N", "H", "C", "N", "H", "Cl", "C", "C", "C", "S", "H"], "xyz": [[2.193, 3.576, -1.616], [6.439, 4.682, -0.678], [0.037, 0.302, -3.936], [-0.968, 2.559, 2.048], [0.034, 0.887, -2.730], [0.424, -1.465, -4.954], [1.957, -4.673, -1.817], [-2.654, 1.912, 4.239], [1.299, 0.890, -5.513], [-1.012, -0.385, 1.493], [-1.477, -6.194, -3.163], [1.034, -5.510, -2.440], [-2.197, -1.452, 5.631], [-6.716, -0.202, 3.070], [5.173, -0.786, 0.515], [-1.946, -1.992, 4.571], [-0.980, 3.259, -1.385], [-2.412, -3.603, -1.662], [-3.096, 0.442, 5.108], [5.140, 3.043, -1.134], [2.619, -2.447, -0.398], [-0.416, 0.670, -5.932], [6.846, 2.957, 0.540], [-2.732, 2.425, 1.845], [0.828, 1.420, 3.321], [0.164, -3.186, -1.048], [4.745, 1.732, -0.861], [-1.115, -1.479, -4.074], [-1.774, 1.968, 1.606], [-1.656, 0.585, 2.120], [1.159, 1.760, 0.931], [-0.381, 0.262, -1.658], [-4.855, -1.534, 4.060], [0.272, 1.033, -5.167], [-1.633, 1.963, 0.526], [-4.537, 1.635, 2.660], [-1.736, -3.178, 4.426], [3.641, -5.034, -1.883], [1.215, 4.361, -0.533], [-1.058, -1.485, 2.301], [-0.074, -1.143, -4.041], [7.020, 1.080, 1.565], [0.853, -0.188, 0.081], [4.600, 3.571, -1.908], [-5.159, 1.466, 4.300], [7.645, 3.424, 1.102], [2.786, 0.391, -1.003], [-6.541, -2.080, 1.007], [5.462, 1.037, 0.109], [-5.100, -2.493, 0.060], [0.424, -1.622, -3.196], [-5.462, -2.218, 1.050], [6.497, 1.645, 0.807], [0.098, 2.092, -5.005], [3.248, 1.794, -2.677], [-5.238, -3.036, 1.733], [-0.240, -2.136, -0.426], [-3.690, -1.079, 1.535], [-5.010, -0.092, 0.864], [1.783, 1.237, 2.240], [-0.878, -0.599, -1.850], [6.170, 3.659, -0.447], [-3.078, 0.913, 4.132], [3.084, 1.809, 2.455], [1.525, -3.546, -1.142], [3.502, 1.241, -1.587], [1.889, -0.274, 1.907], [-2.171, 0.147, 3.289], [-1.768, -1.170, 3.412], [-0.742, -4.048, -1.706], [0.572, 2.151, -2.701], [-0.572, -2.409, 2.050], [-4.766, -0.942, 1.501], [1.281, 3.982, -1.466], [-1.056, 4.055, -0.756], [1.561, -6.926, -3.276], [-4.491, 1.023, 3.560], [0.227, 3.135, -1.766], [-0.319, -5.181, -2.381], [-5.310, -0.517, 3.145], [1.569, 2.129, -3.001]], "lowdin_charge": [0.0620, 0.0974, -0.1211, 0.0889, -0.4125, 0.0960, -0.6966, 0.1401, 0.0966, 0.0802, 0.6641, -0.7223, 0.0776, -0.3207, 0.8326, -0.3380, 0.1246, 0.7005, 0.1133, -0.0303, 0.7920, 0.0886, -0.0862, 0.0745, -0.3236, -0.4991, -0.1372, 0.0991, 0.0159, -0.3224, -0.4020, 0.1205, -0.2942, -0.0367, 0.0575, 0.0905, 0.0979, 0.6898, 0.1005, -0.0044, -0.0157, 0.0926, 0.7143, 0.1086, 0.1114, 0.0998, -0.1270, 0.0766, -0.5784, 0.0664, 0.0872, -0.1037, -0.1348, 0.0890, -0.0265, 0.0833, -0.1987, 0.0800, 0.1102, 0.3483, 0.0513, -0.0834, -0.1147, -0.3012, -0.5678, -0.5819, -0.4055, 0.0607, -0.1407, -0.6113, 0.1286, 0.1353, -0.2820, 0.1581, 0.0491, 0.6475, -0.2008, -0.5332, -0.7044, 0.6513, 0.1092]}


8.
{"formula": "C31H23BF4N2OPRe", "method": "ωB97M-V/def2-TZVPD", "charge": 1, "e_lumo_ev": [-4.5, -4.6], "de_lowest_kcal_mol": 4.3, "homo_ev": [-11.4, -11.3], "multiplicity": 2, "elements": ["C", "C", "C", "F", "C", "H", "C", "N", "F", "C", "H", "N", "C", "H", "B", "H", "H", "H", "C", "C", "Re", "C", "C", "C", "C", "H", "H", "H", "H", "C", "C", "C", "H", "O", "C", "P", "C", "H", "C", "H", "C", "F", "H", "F", "H", "C", "H", "C", "H", "C", "H", "C", "C", "H", "C", "H", "C", "C", "H", "H", "C", "C", "C", "H"], "xyz": [[1.942, 3.354, 4.095], [1.823, 3.843, -2.406], [1.606, 5.136, -0.389], [0.554, -0.194, -2.176], [5.600, 0.733, -0.563], [0.367, 4.276, 1.146], [0.896, 3.125, 4.977], [-1.193, 2.419, 0.808], [2.821, 0.194, -2.738], [0.479, 3.036, -0.602], [-4.367, 1.072, 3.713], [-0.329, 2.002, -0.015], [-2.283, -0.884, 1.861], [-3.086, 2.856, 2.513], [2.022, -0.898, -2.717], [2.885, -0.934, 4.031], [2.789, 5.729, -2.081], [-0.376, 0.303, 3.618], [2.350, -1.703, 3.488], [0.776, 4.170, 0.150], [-0.057, -0.093, -0.229], [0.067, 2.025, 4.803], [5.257, -0.486, -0.002], [3.504, 1.664, 0.149], [4.724, 1.807, -0.486], [3.783, -1.601, 1.062], [1.754, -5.050, 3.576], [0.461, -4.498, 1.520], [-0.741, 1.834, 5.497], [-3.281, -0.523, 2.748], [0.261, -1.847, 0.538], [0.955, -2.405, 1.661], [-2.106, -1.939, 1.682], [-0.339, -2.175, -0.488], [-1.877, 1.432, 1.456], [1.545, 0.209, 1.505], [3.157, 0.438, 0.727], [2.603, 4.198, 4.241], [2.158, 2.494, 3.028], [0.731, 3.800, 5.806], [0.272, 1.164, 3.739], [1.658, -1.428, -3.888], [5.933, -1.327, -0.070], [2.252, -1.769, -1.690], [-3.841, -1.300, 3.253], [-2.885, 1.803, 2.359], [2.994, 2.671, 2.366], [0.992, 2.867, -1.877], [2.929, -3.283, 4.812], [2.375, -3.026, 3.918], [4.985, 2.757, -0.932], [1.635, -1.400, 2.345], [-3.585, 0.821, 3.011], [0.755, 1.991, -2.462], [4.039, -0.639, 0.640], [6.550, 0.846, -1.069], [2.136, 4.973, -1.666], [1.313, 1.401, 2.837], [1.845, 6.018, 0.190], [2.226, 3.711, -3.401], [0.990, -3.733, 2.073], [-1.530, 0.090, 1.190], [1.710, -4.031, 3.218], [2.834, 2.509, 0.192]], "mulliken_spin": [0.0006, 0.0041, 0.0026, 0.0164, 0.0024, 0.0004, -0.0008, -0.0105, -0.0039, -0.0500, 0.0008, 0.0122, 0.0281, 0.0006, 0.0248, 0.0001, 0.0000, -0.0007, 0.0013, -0.0076, 1.0290, 0.0008, 0.0002, 0.0043, -0.0045, 0.0000, -0.0002, 0.0003, 0.0001, -0.0102, -0.0529, 0.0114, 0.0044, 0.0317, 0.0051, 0.0048, -0.0427, -0.0001, -0.0023, 0.0000, -0.0061, 0.0006, 0.0000, -0.0010, -0.0001, -0.0113, 0.0001, 0.0120, 0.0000, -0.0042, -0.0002, 0.0038, 0.0142, -0.0006, 0.0186, 0.0001, 0.0006, 0.0136, -0.0002, 0.0000, -0.0079, -0.0440, 0.0012, 0.0105]}


Please write out number 4 again, unchanged.
{"formula": "C4H11N3O", "method": "ωB97M-V/def2-TZVPD", "charge": 0, "e_lumo_ev": 0.7, "de_lowest_kcal_mol": 140.1, "homo_ev": -9.1, "elements": ["H", "N", "H", "N", "H", "C", "N", "H", "H", "H", "O", "H", "H", "C", "C", "H", "H", "H", "C"], "xyz": [[-1.390, -1.499, -1.701], [0.357, 0.957, -0.187], [0.665, 0.434, -2.273], [-1.487, -1.076, 0.110], [-1.861, -1.059, 2.122], [1.607, 0.434, -0.227], [-1.071, -1.840, -0.782], [-1.029, -2.538, 1.559], [-1.340, 2.029, 0.259], [1.449, 2.016, -1.776], [2.569, 0.322, 0.492], [-0.230, 1.809, 1.614], [0.621, -1.929, -0.929], [-1.105, -1.453, 1.444], [1.071, 1.043, -1.475], [1.423, -1.624, -0.855], [-0.145, -1.009, 1.713], [0.185, 2.975, 0.345], [-0.287, 2.008, 0.546]], "lowdin_charge": [0.0696, -0.0876, 0.0817, -0.1185, 0.0713, -0.5215, -0.0196, 0.0792, 0.0820, 0.1079, 0.0665, 0.0859, 0.0563, -0.1274, -0.0179, 0.0818, 0.0741, 0.0900, -0.0537]}


Question: Which formula does entry 5 have?
Answer: C5H10N2O


Question: charge of number 1 (H28O14)?
Answer: 0